{"formula": "C17H24BN2", "method": "ωB97M-V with the def2-TZVPD basis set", "gap_ev": 7.6, "spin_multiplicity": 1, "homo_ev": -11.34, "fmax_ev_per_a": 2.48, "total_charge": 1, "symbols": ["C", "C", "N", "C", "C", "C", "C", "C", "C", "C", "C", "C", "C", "C", "C", "H", "H", "H", "H", "H", "H", "H", "H", "H", "H", "H", "H", "C", "N", "C", "C", "B", "H", "H", "H", "H", "H", "H", "H", "H", "H", "H", "H", "H"], "coordinates": [[2.2929, 1.6167, -0.8503], [1.8576, 0.3618, -0.0531], [1.1968, -0.5902, -0.8229], [1.2979, -1.9864, -0.6592], [2.4289, -2.6838, -0.3003], [2.3774, -4.0870, -0.4934], [1.2410, -4.7535, -1.0010], [0.1250, -4.0075, -1.3979], [0.1769, -2.6252, -1.2575], [-0.6954, -1.5774, -1.7258], [-0.0308, -0.3454, -1.4761], [-0.5499, 0.8965, -1.7725], [-1.8338, 0.8962, -2.3514], [-2.5206, -0.3066, -2.6008], [-1.9671, -1.5612, -2.2983], [3.3730, 1.7638, -0.6040], [2.1092, 1.5835, -1.9521], [1.7359, 2.5172, -0.4423], [2.5995, -0.0436, 0.6659], [3.3040, -2.1151, 0.0382], [3.2564, -4.6719, -0.2427], [1.2172, -5.8448, -1.0586], [-0.7990, -4.4361, -1.7803], [0.0450, 1.8020, -1.5985], [-2.2647, 1.8602, -2.6177], [-3.5277, -0.2593, -3.0080], [-2.4573, -2.5305, -2.4306], [-1.1374, 2.5605, 3.2894], [-0.8284, 1.8423, 1.9957], [-1.5409, 0.5240, 1.9766], [-1.3621, 2.6834, 0.8748], [0.7381, 1.5873, 1.8990], [1.0007, 0.8182, 0.8965], [-2.2336, 2.7068, 3.3762], [-0.7583, 1.9609, 4.1323], [-0.6246, 3.5359, 3.2829], [-2.6194, 0.7085, 2.0160], [-1.2909, 0.0033, 1.0479], [-1.2170, -0.0657, 2.8412], [-2.4537, 2.7295, 0.9696], [-0.9378, 3.6906, 0.9283], [-1.0981, 2.2198, -0.0754], [1.3093, 2.6608, 1.7435], [1.0659, 0.9612, 2.8969]]}